No. 1
Molecular formula: C28H50P2PdSi
Method: DFT, the ωB97M-V functional and the def2-TZVPD basis

Cartesian coordinates (Å):
Pd1 -0.06 -0.11 -4.64
P1 -1.75 1.66 -1.81
P2 1.28 1.00 -1.83
Si1 -0.97 4.11 1.92
C1 -1.80 -0.24 2.24
C2 1.40 -1.44 0.81
C3 1.19 0.51 2.48
C4 0.53 -0.71 -7.25
C5 -0.71 -0.96 1.58
C6 0.48 -2.32 0.18
C7 0.67 -0.62 1.70
C8 -1.62 3.43 3.54
C9 -0.96 -1.15 -6.97
C10 1.30 -0.18 -6.07
C11 0.61 2.30 -6.36
C12 0.80 4.73 2.12
C13 -1.03 2.62 0.82
C14 -2.03 -0.11 -2.01
C15 2.84 0.50 -2.72
C16 -1.65 -0.36 -5.88
C17 -2.08 -2.68 0.25
C18 -2.11 5.44 1.20
C19 -0.87 1.95 -6.69
C20 0.85 -3.48 -0.65
C21 2.86 -1.41 0.58
C22 -0.12 2.05 -2.65
C23 -0.82 -2.00 0.63
C24 1.29 1.17 -5.63
C25 2.00 2.41 -0.94
C26 -1.48 1.04 -5.68
C27 -1.54 2.03 -0.16
C28 -3.14 2.49 -2.50
H1 -2.34 -3.43 1.01
H2 1.29 2.73 -0.16
H3 -0.91 2.73 3.98
H4 0.61 3.19 -5.70
H5 2.08 1.47 -4.95
H6 2.13 3.21 -1.68
H7 2.97 2.17 -0.47
H8 -0.24 2.00 -3.77
H9 0.79 0.51 3.50
H10 1.15 2.59 -7.28
H11 3.11 -1.80 -0.42
H12 0.54 0.01 -8.11
H13 3.39 -2.02 1.32
H14 3.22 -0.37 0.64
H15 -1.58 -0.07 3.29
H16 -2.89 2.85 -3.51
H17 0.12 3.09 -2.37
H18 -1.99 -3.20 -0.72
H19 2.06 -0.83 -5.59
H20 -2.90 -1.96 0.20
H21 0.84 5.58 2.82
H22 -2.74 -0.79 2.16
H23 -3.06 -0.36 -1.70
H24 -1.44 2.88 -6.72
H25 0.02 -3.78 -1.31
H26 -1.92 0.73 1.75
H27 1.74 -3.30 -1.27
H28 1.45 3.95 2.54
H29 1.07 -4.30 0.04
H30 -2.23 1.53 -5.03
H31 1.05 -1.66 -7.50
H32 2.73 -0.51 -3.15
H33 3.16 1.17 -3.51
H34 -2.47 -0.87 -5.35
H35 2.29 0.47 2.55
H36 1.24 5.06 1.18
H37 -3.44 3.31 -1.84
H38 -1.85 -0.42 -3.07
H39 -1.50 -1.09 -7.92
H40 -3.95 1.74 -2.55
H41 0.91 1.46 2.00
H42 -3.14 5.07 1.04
H43 -1.78 4.27 4.22
H44 -0.96 1.51 -7.69
H45 -0.96 -2.21 -6.66
H46 -1.76 5.81 0.22
H47 3.66 0.45 -1.98
H48 -1.32 -0.62 -1.35
H49 -2.16 6.30 1.88
H50 -2.57 2.89 3.40

## Properties
Frontier orbital gap (alpha / beta) = 4.32 / 6.08 eV
2S+1 = 5
HOMO energy (alpha / beta) = -9.8 / -13.9 eV
Charge = +2
E_LUMO (alpha / beta) = -5.48 / -7.85 eV
Energy relative to the best compared isomer or geometry (same formula, charge and spin) = 0.456 eV

No. 2
Molecular formula: C49H116N8O9
Method: DFT, the ωB97M-V functional and the def2-TZVPD basis

Cartesian coordinates (Å):
O1 0.30 2.40 -1.01
O2 -3.98 0.37 -2.78
O3 5.89 6.03 -0.64
O4 -6.05 -4.52 5.54
O5 -3.82 -4.19 -2.05
O6 7.16 0.62 -1.11
O7 3.15 -1.11 2.91
O8 -4.00 -0.87 1.46
O9 -0.37 2.39 4.92
N1 -0.39 2.43 8.13
N2 -4.37 0.91 -4.01
N3 -5.45 -5.40 -5.28
N4 0.56 -1.79 2.43
N5 6.69 -0.50 -1.63
N6 5.11 5.11 0.05
N7 -5.37 -1.23 4.20
N8 -0.43 -0.10 0.23
C1 3.73 4.93 -0.45
C2 5.77 -1.77 -3.60
C3 -6.12 1.66 -5.55
C4 4.51 -0.37 -0.39
C5 4.21 -0.25 3.31
C6 4.77 -2.50 -2.66
C7 6.42 -1.59 0.65
C8 0.23 1.97 3.65
C9 -6.58 -0.21 -4.02
C10 2.94 3.96 0.49
C11 2.98 6.26 -0.53
C12 -3.96 -5.07 -3.29
C13 -5.33 1.15 -6.73
C14 3.19 4.05 1.98
C15 -0.07 1.43 7.13
C16 0.05 0.13 7.81
C17 -5.83 1.07 -4.10
C18 -5.26 -4.72 -4.04
C19 -6.05 -3.06 5.63
C20 5.52 -2.60 -1.31
C21 2.47 -1.78 3.92
C22 5.11 0.51 -3.50
C23 -3.85 1.21 -6.39
C24 -0.82 1.33 5.76
C25 5.77 -1.22 -0.72
C26 -0.27 3.67 -1.26
C27 0.27 -0.01 -1.11
C28 -0.12 1.33 -1.82
C29 1.96 -3.83 2.36
C30 1.43 -2.65 3.23
C31 -4.46 -2.10 0.76
C32 -6.63 -5.22 6.67
C33 -1.95 -0.16 0.16
C34 6.97 4.08 1.34
C35 4.69 4.08 2.33
C36 -5.30 -2.69 4.32
C37 -3.39 -1.12 -5.49
C38 -3.47 0.39 -5.11
C39 3.76 4.09 -1.81
C40 6.30 -0.38 -3.13
C41 -2.65 -0.61 1.43
C42 -2.64 -4.55 -1.34
C43 -2.00 0.87 -4.94
C44 5.66 4.91 1.46
C45 7.55 0.04 -3.96
C46 -6.49 -5.11 -3.27
C47 5.96 6.19 2.17
C48 -3.79 -3.17 4.64
C49 -6.23 2.12 -3.02
H1 -1.89 1.56 5.80
H2 6.59 5.57 -1.11
H3 5.16 -0.61 2.91
H4 -0.79 -0.55 7.65
H5 3.15 2.93 0.23
H6 -6.85 -6.14 -3.20
H7 -3.51 1.14 -2.45
H8 -7.34 -4.52 -3.61
H9 -0.81 0.37 5.26
H10 -5.79 -3.17 3.48
H11 -2.64 -1.31 -6.26
H12 -1.31 3.50 -1.53
H13 -7.11 -2.80 5.54
H14 -2.59 0.22 2.15
H15 -6.71 -0.77 -4.95
H16 5.16 3.10 2.39
H17 -5.79 -5.73 7.15
H18 -1.20 1.47 -1.91
H19 -4.41 -1.40 -5.73
H20 -5.34 -2.00 0.12
H21 7.68 4.59 0.70
H22 0.71 2.90 3.35
H23 1.18 -4.46 1.92
H24 -7.54 0.01 -3.56
H25 1.18 -1.16 1.94
H26 -6.30 -5.19 -5.80
H27 -4.13 -6.08 -2.92
H28 6.67 6.83 1.64
H29 0.97 1.59 6.84
H30 -2.25 -1.56 1.79
H31 1.00 1.20 3.61
H32 2.56 3.32 2.48
H33 6.40 1.20 -1.15
H34 -6.08 -0.79 -3.24
H35 3.26 6.62 -1.52
H36 3.89 0.76 3.06
H37 1.88 4.03 0.25
H38 6.38 -3.26 -1.44
H39 6.33 5.90 3.16
H40 1.92 6.15 -0.76
H41 0.92 -3.17 4.04
H42 -4.78 -2.87 1.47
H43 4.22 -0.01 4.37
H44 -7.08 -4.59 7.44
H45 -5.23 -3.64 -4.21
H46 -3.76 -2.54 0.05
H47 -6.24 1.73 -2.00
H48 7.45 -0.30 -4.99
H49 3.77 -2.08 -2.57
H50 -7.18 1.61 -5.81
H51 4.43 4.65 -2.47
H52 4.52 -3.45 -3.14
H53 -3.14 -1.70 -4.60
H54 5.36 -1.67 -4.61
H55 2.01 -1.10 4.63
H56 2.82 4.98 2.41
H57 -0.45 1.65 2.86
H58 7.35 -2.15 0.59
H59 -5.51 -2.73 6.52
H60 -5.48 1.77 -7.62
H61 -3.63 -4.24 4.70
H62 -0.85 3.19 7.65
H63 6.62 -2.44 -3.75
H64 -2.26 -5.56 -1.47
H65 -1.14 1.93 8.59
H66 -5.28 -0.70 5.05
H67 -0.11 4.07 -0.26
H68 4.70 4.46 3.35
H69 7.36 3.88 2.34
H70 4.83 -3.11 -0.64
H71 -5.77 0.17 -6.90
H72 -3.02 -4.97 -3.82
H73 3.71 -0.96 0.05
H74 -6.36 -4.84 -2.22
H75 -3.00 -4.52 -0.31
H76 7.71 1.12 -3.92
H77 -2.26 -0.78 -0.68
H78 -2.06 1.93 -4.69
H79 -5.78 2.69 -5.49
H80 5.68 -2.15 1.24
H81 2.84 3.94 -2.36
H82 5.09 0.64 -4.59
H83 6.77 3.12 0.86
H84 -4.69 -5.23 -5.91
H85 6.84 -0.71 1.14
H86 -7.27 2.33 -3.25
H87 -0.09 -2.13 1.74
H88 0.27 0.40 8.84
H89 -1.32 0.70 -5.77
H90 -3.12 -2.93 3.81
H91 -2.34 0.84 -0.02
H92 -7.38 -5.97 6.45
H93 0.24 1.44 -2.85
H94 3.31 6.95 0.24
H95 4.77 0.39 0.36
H96 -0.09 -0.83 -1.74
H97 4.01 0.07 -1.25
H98 -3.29 0.84 -7.25
H99 -1.88 -3.79 -1.54
H100 4.31 3.18 -1.54
H101 -5.61 3.02 -3.09
H102 2.49 -4.44 3.09
H103 -1.45 0.47 -4.09
H104 2.61 -3.39 1.60
H105 5.14 1.54 -3.16
H106 -0.27 0.69 0.84
H107 4.10 0.15 -3.36
H108 3.22 -2.39 4.42
H109 8.41 -0.53 -3.62
H110 0.95 -0.36 7.44
H111 0.37 4.20 -1.96
H112 -4.73 -0.85 3.51
H113 -3.51 -2.74 5.60
H114 1.35 -0.09 -1.05
H115 5.11 6.84 2.38
H116 -3.55 2.25 -6.35

## Properties
Frontier orbital gap (alpha / beta) = 0.46 / 8.36 eV
2S+1 = 2
HOMO energy (alpha / beta) = 0.6 / -6.3 eV
Charge = -1
E_LUMO (alpha / beta) = 1.01 / 2.06 eV

No. 3
Molecular formula: C7H13IN3O
Method: DFT, the ωB97M-V functional and the def2-TZVPD basis

Cartesian coordinates (Å):
I1 4.12 -0.20 -0.33
O1 -0.33 1.57 -0.29
N1 2.29 0.61 0.13
N2 1.30 -1.55 -0.30
N3 -1.31 -0.53 -0.20
C1 0.72 2.55 0.18
C2 0.24 -2.46 -0.28
C3 1.10 -0.36 0.05
C4 -0.24 0.34 0.33
C5 -1.02 -1.87 0.34
C6 -2.61 -0.06 0.10
C7 2.07 1.98 -0.36
H1 2.04 2.07 -1.45
H2 -0.01 -2.92 -1.30
H3 0.69 -3.46 0.03
H4 3.04 2.52 -0.12
H5 -0.73 -1.86 1.44
H6 -1.91 -2.51 0.28
H7 -1.17 -0.67 -1.18
H8 0.68 2.54 1.38
H9 -0.54 0.39 1.43
H10 -2.85 0.90 -0.46
H11 -3.47 -0.67 -0.30
H12 0.47 3.54 -0.31
H13 -2.57 0.13 1.18

## Properties
Frontier orbital gap = 8.89 eV
HOMO energy = -11.8 eV
Charge = +1
E_LUMO = -2.96 eV
Energy relative to the best compared isomer or geometry (same formula, charge and spin) = 1.416 eV

No. 4
Molecular formula: C6H7Br
Method: DFT, the ωB97M-V functional and the def2-TZVPD basis

Cartesian coordinates (Å):
Br1 0.31 3.26 0.41
C1 -1.11 0.77 -0.39
C2 -0.62 1.65 0.73
C3 -2.21 0.58 -1.08
C4 1.59 -0.13 -0.27
C5 0.13 0.04 -0.05
C6 0.82 -0.85 0.88
H1 0.66 -1.88 0.65
H2 1.86 -0.88 -1.11
H3 -3.11 1.27 -0.90
H4 -2.33 -0.29 -1.81
H5 2.15 0.81 -0.24
H6 -0.67 1.43 1.76
H7 0.93 -0.65 1.93

## Properties
Frontier orbital gap = 8.99 eV
HOMO energy = -8.1 eV
E_LUMO = 0.84 eV
Energy relative to the best compared isomer or geometry (same formula, charge and spin) = 3.381 eV

No. 5
Molecular formula: H10NaO6
Method: DFT, the ωB97M-V functional and the def2-TZVPD basis

Cartesian coordinates (Å):
Na1 -11.79 11.29 -16.14
O1 -11.92 9.26 -17.41
O2 -10.26 13.16 -13.09
O3 -11.17 12.67 -18.29
O4 -14.08 11.66 -17.61
O5 -12.05 13.67 -15.30
O6 -13.72 10.02 -14.55
H1 -12.38 14.17 -14.55
H2 -11.03 12.95 -13.70
H3 -10.22 12.68 -18.43
H4 -14.42 9.62 -15.08
H5 -14.15 10.71 -14.04
H6 -11.49 11.95 -18.86
H7 -14.41 10.82 -17.95
H8 -11.94 8.32 -17.22
H9 -10.38 14.09 -12.90
H10 -14.59 12.35 -18.06

## Properties
Frontier orbital gap = 6.36 eV
HOMO energy = -3.8 eV
Charge = -1
E_LUMO = 2.51 eV
Energy relative to the best compared isomer or geometry (same formula, charge and spin) = 1.396 eV

No. 6
Molecular formula: C4H10N2O2
Method: DFT, the ωB97M-V functional and the def2-TZVPD basis

Cartesian coordinates (Å):
O1 -2.11 -0.98 2.37
O2 -2.11 3.05 -1.25
N1 -0.43 0.30 -0.23
N2 0.63 -1.57 -0.82
C1 1.48 -0.79 -0.03
C2 -0.48 -0.90 -0.92
C3 0.81 0.33 0.33
C4 2.89 -1.20 0.19
H1 1.22 1.20 0.82
H2 -2.50 3.90 -1.47
H3 3.09 -1.43 1.24
H4 3.64 -0.39 0.05
H5 3.23 -2.02 -0.44
H6 -1.42 -1.30 -1.29
H7 -3.04 -0.96 2.12
H8 -1.61 -0.87 1.56
H9 -2.10 2.68 -2.15
H10 -1.18 0.95 -0.09

## Properties
Frontier orbital gap = 9.01 eV
HOMO energy = -8.6 eV
E_LUMO = 0.39 eV
Energy relative to the best compared isomer or geometry (same formula, charge and spin) = 1.643 eV